No. 1
ORCA calculation (ωB97M-V/def2-TZVPD) on 2 unconnected molecules or ions with the total composition C2H4N2O3 in a non-equilibrium geometry.

Orbital gap (eV): 9.54
Strongest force on any atom (eV/A): 1.3
Total charge: 0
Relative energy (zero: lowest compared OMol25 entry of this formula, charge and spin) (kcal per mole): 71.9
Highest occupied orbital energy (Eh): -0.324

```
11
Properties=species:S:1:pos:R:3:forces:R:3:nbo_charge:R:1
C 0.881915 -1.730489 0.092776 0.94 -0.63 0.62 0.458
C -0.421285 0.318661 -0.033924 -0.42 0.97 0.34 0.618
N -1.382275 -0.031509 -0.960714 -0.12 0.27 -0.52 -0.833
O 1.511655 1.345281 0.566916 -0.21 -0.05 -0.01 -0.561
O -0.754105 0.141151 1.255776 0.21 -0.08 0.39 -0.671
N 0.644145 0.882741 -0.432954 0.45 0.18 -0.53 -0.276
O 1.714705 -1.588269 0.845236 -0.39 -0.24 -0.49 -0.488
H 2.260365 1.696711 0.055216 -0.51 -0.24 0.18 0.477
H -1.651125 -0.204099 1.359306 0.13 0.18 -0.27 0.493
H -1.751415 -0.960719 -0.836764 0.09 -0.21 -0.07 0.379
H -1.052585 0.130541 -1.910874 -0.16 -0.13 0.36 0.403
```
Forces are in eV/Å.


No. 2
ORCA calculation (ωB97M-V/def2-TZVPD) on C2H4N2O3 in the gas phase in a non-equilibrium geometry.

SMILES: C/N=[N+](\[O-])OC=O
Orbital gap (eV): 11.36
Strongest force on any atom (eV/A): 5.0
Total charge: 0
Relative energy (zero: lowest compared OMol25 entry of this formula, charge and spin) (kcal per mole): 139.4
Highest occupied orbital energy (Eh): -0.400

```
11
Properties=species:S:1:pos:R:3:forces:R:3:nbo_charge:R:1
C -0.842928 0.212323 -0.156383 1.09 1.96 4.44 -0.467
N 0.607453 0.001539 -0.169959 -0.34 -0.44 -0.41 -0.266
N 1.342018 0.983030 -0.073024 1.26 -1.58 -0.45 0.578
O 1.255431 2.153840 0.057410 -1.19 1.39 0.25 -0.360
O 2.782571 0.671304 -0.215954 0.86 1.15 -0.28 -0.411
C 3.279502 -0.579461 0.024516 -1.87 1.09 0.49 0.633
O 4.425609 -0.781317 0.149711 1.35 -0.28 -0.24 -0.509
H -1.052983 1.365219 -0.007222 -0.21 -2.63 -0.29 0.230
H -1.276438 -0.279163 -0.926770 -1.01 -0.66 -3.34 0.221
H -1.239787 -0.533292 0.639258 0.62 1.92 -0.35 0.227
H 2.411504 -1.167648 0.155696 -0.56 -1.91 0.18 0.124
```
Forces are in eV/Å.


No. 3
ORCA calculation (ωB97M-V/def2-TZVPD) on C2H4N2O3 in the gas phase in a non-equilibrium geometry.

Orbital gap (alpha / beta) (eV): 8.56 / 7.92
Strongest force on any atom (eV/A): 2.5
Total charge: 0
Relative energy (zero: lowest compared OMol25 entry of this formula, charge and spin) (kcal per mole): 163.0
Highest occupied orbital energy (alpha / beta) (Eh): -0.342 / -0.329

```
11
Properties=species:S:1:pos:R:3:forces:R:3:nbo_charge:R:1
C 0.331470 -0.143292 -0.221741 1.07 1.15 1.91 0.335
N 0.531924 -1.489942 0.079407 -0.10 -0.10 -0.33 -0.832
C 0.625490 1.165200 0.452463 0.60 -2.37 -0.39 0.337
O 1.283542 0.711711 -0.790815 -0.21 0.35 -0.23 -0.509
O -1.930932 -0.244087 -0.029278 0.36 0.11 -0.06 -0.438
N -0.964015 0.294747 -0.749721 -0.95 1.08 0.20 0.172
O -0.478207 1.882978 0.318214 -0.82 -0.36 -1.04 -0.501
H -2.757385 0.100961 -0.408799 0.19 -0.03 -0.02 0.495
H 0.827369 -2.024153 -0.729957 0.05 -0.01 0.06 0.377
H 1.181005 -1.622332 0.842321 -0.07 0.06 -0.07 0.390
H 1.349740 1.368208 1.237905 -0.12 0.12 -0.03 0.175
```
Forces are in eV/Å.


No. 4
ORCA calculation (ωB97M-V/def2-TZVPD) on C2H4N2O3 in the gas phase in a non-equilibrium geometry.

SMILES: [H]/N=C/OC[N+](=O)[O-]
Orbital gap (eV): 11.04
Strongest force on any atom (eV/A): 3.1
Total charge: 0
Relative energy (zero: lowest compared OMol25 entry of this formula, charge and spin) (kcal per mole): 136.2
Highest occupied orbital energy (Eh): -0.393

```
11
Properties=species:S:1:pos:R:3:forces:R:3:nbo_charge:R:1
H 3.291821 -1.137491 -0.289761 0.03 0.21 -0.44 0.371
N 2.380246 -1.295466 0.107374 -1.67 0.83 0.77 -0.652
C 1.566716 -0.350519 -0.041049 -1.77 2.37 -0.98 0.433
O 0.267501 -0.309491 0.568723 -0.08 0.44 0.44 -0.548
C -0.779757 0.724422 0.358360 1.81 -1.45 1.74 -0.014
N -2.020547 -0.161691 -0.231587 2.83 1.17 0.09 0.541
O -3.069861 0.389634 -0.237235 -1.53 0.74 0.18 -0.361
O -1.742898 -1.244663 -0.648573 -0.14 -0.37 -0.07 -0.326
H 1.602214 0.627660 -0.675539 0.70 -1.62 0.85 0.119
H -1.136921 1.240464 1.387055 0.79 -1.69 -2.42 0.231
H -0.358510 1.517144 -0.297765 -0.96 -0.63 -0.17 0.206
```
Forces are in eV/Å.


No. 5
ORCA calculation (ωB97M-V/def2-TZVPD) on C2H4N2O3 in the gas phase in a non-equilibrium geometry.

Spin multiplicity: 3
Orbital gap (alpha / beta) (eV): 7.70 / 5.85
<S²>: 2.010
Strongest force on any atom (eV/A): 5.9
Total charge: 0
Relative energy (zero: lowest compared OMol25 entry of this formula, charge and spin) (kcal per mole): 136.3
Highest occupied orbital energy (alpha / beta) (Eh): -0.256 / -0.355

```
11
Properties=species:S:1:pos:R:3:forces:R:3:nbo_charge:R:1
C -1.921083 -0.357165 1.010510 -1.86 -2.22 -1.18 -0.088
C 0.708477 0.531764 -0.970182 -1.89 -3.78 0.10 0.083
N -1.193763 -0.442114 -0.017325 1.83 -0.41 -0.10 -0.104
N 1.717869 -0.025955 -0.006076 -0.74 -0.16 0.83 0.259
O -0.477462 0.713924 -0.308668 -0.33 2.86 0.01 -0.355
O 1.332082 -0.733176 0.911613 -2.84 -2.52 2.68 -0.332
O 2.884077 0.271754 -0.156451 4.82 2.49 -2.31 -0.288
H -2.391007 -1.361137 1.136895 0.22 0.87 0.26 0.199
H -2.439725 0.440031 1.500791 0.86 0.99 0.50 0.198
H 0.571860 -0.330809 -1.623082 -0.02 -0.06 -0.49 0.199
H 1.208675 1.292888 -1.478020 -0.04 1.95 -0.30 0.229
```
Forces are in eV/Å.


No. 6
ORCA calculation (ωB97M-V/def2-TZVPD) on a molecular structure, C2H4N2O3S in a non-equilibrium geometry.

Orbital gap (eV): 7.54
Strongest force on any atom (eV/A): 6.2
Total charge: 0
Relative energy (zero: lowest compared OMol25 entry of this formula, charge and spin) (kcal per mole): 200.6
Highest occupied orbital energy (Eh): -0.337

```
12
Properties=species:S:1:pos:R:3:forces:R:3:nbo_charge:R:1
C 0.924480 0.582720 -0.785562 -1.79 0.95 1.23 0.529
C 0.312629 -1.662960 0.529177 -3.00 0.62 5.12 -0.113
H -0.952019 2.205087 -2.314468 0.93 1.16 3.89 0.482
H 1.414692 2.370143 -1.598958 2.96 2.44 -0.34 0.371
H 1.331590 -1.940452 0.189442 -1.07 0.08 0.15 0.264
H -1.926848 -1.298969 3.288160 1.01 -0.31 -4.88 0.431
N 0.690372 1.776789 -1.500345 -2.26 -3.83 1.17 -0.366
N -0.310516 -2.194712 1.642386 0.21 2.33 -4.72 -0.137
O -0.541429 2.430681 -1.332131 -0.96 -1.46 -4.20 -0.528
O 1.981133 0.048679 -0.616277 0.82 0.42 -1.02 -0.597
O -1.591632 -1.390021 1.651823 0.97 -1.80 5.81 -0.555
S -0.545852 -0.040226 0.209533 2.18 -0.59 -2.22 0.218
```
Forces are in eV/Å.


No. 7
ORCA calculation (ωB97M-V/def2-TZVPD) on C2H4N2OS in the gas phase in a non-equilibrium geometry.

SMILES: O=CN/C=N\S
Orbital gap (eV): 9.19
Strongest force on any atom (eV/A): 4.5
Total charge: 0
Relative energy (zero: lowest compared OMol25 entry of this formula, charge and spin) (kcal per mole): 67.9
Highest occupied orbital energy (Eh): -0.319

```
10
Properties=species:S:1:pos:R:3:forces:R:3:nbo_charge:R:1
O 0.500893 -1.624814 -0.469473 1.92 1.01 0.04 -0.639
C 1.207357 -0.706838 -0.001985 -2.98 -3.31 -0.79 0.497
N 0.766699 0.562785 0.022962 2.08 2.33 1.55 -0.662
C -0.601913 1.163171 -0.259126 3.20 2.67 0.25 0.235
N -1.725597 0.676874 -0.239248 -0.93 -0.96 -0.34 -0.577
S -2.193656 -0.853245 0.009941 -0.39 -2.04 1.09 0.226
H 2.100112 -1.087118 0.529397 0.30 1.37 -0.24 0.162
H 1.602666 1.137606 0.443850 -2.90 -0.49 -1.16 0.412
H -0.645527 2.291712 -0.408441 1.17 -1.53 0.14 0.194
H -1.011037 -1.560135 0.372121 -1.47 0.95 -0.54 0.152
```
Forces are in eV/Å.


No. 8
ORCA calculation (ωB97M-V/def2-TZVPD) on 2 unconnected molecules or ions with the total composition C2H4N2OS in a non-equilibrium geometry.

Orbital gap (eV): 8.43
Strongest force on any atom (eV/A): 6.1
Total charge: 0
Relative energy (zero: lowest compared OMol25 entry of this formula, charge and spin) (kcal per mole): 103.0
Highest occupied orbital energy (Eh): -0.338

```
10
Properties=species:S:1:pos:R:3:forces:R:3:nbo_charge:R:1
C 1.068932 0.637856 0.204105 0.52 -0.57 0.29 0.244
C -0.008082 -1.285220 -0.162445 -0.26 0.47 -0.39 -0.432
N 1.179142 -0.621489 0.259445 0.88 -0.29 0.40 -0.473
N -0.110022 1.150151 -0.209753 -1.05 5.98 -0.95 -0.855
O -2.247292 -0.031029 0.697125 -0.56 -0.03 0.61 -0.942
S -1.374159 -0.000579 -0.462276 0.79 0.04 -0.16 1.367
H 1.883381 1.290941 0.474655 0.07 0.18 0.04 0.198
H 0.162365 -1.805628 -1.106266 -0.09 -0.01 -0.04 0.217
H -0.354151 -1.987688 0.597328 -0.32 0.12 -0.08 0.239
H -0.200110 2.652689 -0.291914 0.03 -5.91 0.27 0.437
```
Forces are in eV/Å.


No. 9
ORCA calculation (ωB97M-V/def2-TZVPD) on C2H4N2OS in the gas phase in a non-equilibrium geometry.

SMILES: NC(=S)NC=O
Orbital gap (eV): 9.14
Strongest force on any atom (eV/A): 1.7
Total charge: 0
Relative energy (zero: lowest compared OMol25 entry of this formula, charge and spin) (kcal per mole): 13.5
Highest occupied orbital energy (Eh): -0.331

```
10
Properties=species:S:1:pos:R:3:forces:R:3:nbo_charge:R:1
N -0.163607 -1.219957 -0.765835 0.13 0.68 0.25 -0.795
C -0.408542 -0.774980 0.482050 0.85 0.70 1.16 0.277
S -1.143975 -1.660645 1.702165 0.31 0.84 -1.06 -0.183
N 0.149474 0.525689 0.743350 -0.63 -1.23 -0.91 -0.652
C 0.474281 1.464277 -0.243443 -1.15 -0.06 0.42 0.530
O 0.653866 2.626701 -0.018193 0.43 0.19 0.33 -0.538
H 0.616192 -0.836166 -1.280212 -0.28 -0.26 -0.07 0.396
H -0.526559 -2.110858 -1.012350 -0.06 -0.58 -0.10 0.420
H -0.054776 0.876238 1.668357 0.14 0.06 0.03 0.433
H 0.403647 1.109700 -1.275889 0.25 -0.34 -0.05 0.113
```
Forces are in eV/Å.


No. 10
ORCA calculation (ωB97M-V/def2-TZVPD) on C2H4N2OS in the gas phase in a non-equilibrium geometry.

SMILES: [H]/N=C\NSC=O
Orbital gap (eV): 10.25
Strongest force on any atom (eV/A): 1.9
Total charge: 0
Relative energy (zero: lowest compared OMol25 entry of this formula, charge and spin) (kcal per mole): 45.8
Highest occupied orbital energy (Eh): -0.361

```
10
Properties=species:S:1:pos:R:3:forces:R:3:nbo_charge:R:1
H -1.777697 0.911275 -1.827729 0.62 0.23 -0.46 0.319
N -0.787852 0.969192 -2.154556 -1.22 -0.31 0.61 -0.650
C -0.070962 0.288860 -1.370388 1.79 -0.06 -0.23 0.273
N -0.432495 -0.389599 -0.208227 -0.95 -0.63 -0.32 -0.805
S 0.541585 -1.491905 0.633762 0.10 1.57 0.49 0.385
C 0.889375 -0.240678 1.935513 1.18 -1.08 1.08 0.264
O 1.417299 -0.515663 2.982423 -0.66 0.43 -1.13 -0.506
H 1.036165 0.253395 -1.575624 -1.05 -0.13 0.36 0.170
H -1.420347 -0.573988 -0.031652 0.32 0.41 -0.40 0.400
H 0.604929 0.789111 1.616478 -0.12 -0.43 0.00 0.150
```
Forces are in eV/Å.


Question: The lowest strongest force on any atom belongs to which entry?
Answer: number 1